Formula: C2H5FN2S2
Source: the Open Molecules 2025 dataset
Level of theory: ωB97M-V with the def2-TZVPD basis set

Each line ends with the natural charge from an NBO analysis.
Cartesian coordinates (Å):
1 C -0.101168 -0.015798 -0.300681  0.323
2 C 0.611301 1.221315 -0.179335  -0.033
3 H -2.388650 -1.252006 1.360568  0.115
4 H -1.800684 1.160690 -0.218481  0.429
5 H 1.549974 1.115130 0.547468  0.205
6 H 1.194490 1.209266 -1.133357  0.191
7 H 2.331870 -2.534810 0.423892  0.141
8 N -1.372732 0.206439 -0.458714  -0.712
9 N 0.400629 -1.210687 0.013191  -0.658
10 F -0.011701 2.347594 0.161237  -0.328
11 S -2.438250 -1.088961 -0.088860  0.172
12 S 2.024926 -1.158169 -0.126928  0.155

Force components x, y, z for each atom (eV/Å):
1.74 -2.58 3.35
6.71 -0.50 0.05
0.39 0.58 -2.03
1.36 -1.95 -0.63
-2.08 -0.12 -0.99
-0.43 1.36 0.02
-0.68 2.69 -1.07
-5.66 0.68 0.82
-2.29 2.51 -1.61
-1.36 0.94 -0.37
-0.75 -0.28 1.19
3.07 -3.32 1.28

Computed properties:
molecular weight	140.21	u
orbital gap	0.3188	hartree
highest occupied orbital energy	-8.014	eV
energy relative to the best compared isomer or geometry (same formula, charge and spin)	166.8	kJ/mol